Entry from OMol25: C32H50F2N5OP2Tb as an isolated structure (ωB97M-V/def2-TZVPD).

Calculated values
DFT total energy = -3305.26712 Eh
Kohn-Sham gap (alpha / beta) = 0.247 / 0.248 hartree

```
! wB97M-V def2-TZVPD RIJCOSX def2/J DEFGRID3
* xyz 0 7
Tb 0.076 0.018 0.336
P 1.434 2.395 2.428
P 2.191 -0.817 2.894
F -1.789 0.849 1.609
F -0.683 0.335 3.541
O -0.026 2.559 -0.146
N -1.227 0.678 -1.636
N -1.416 4.242 -0.776
N 1.152 -2.115 0.029
N -1.508 -1.914 -0.004
N 1.462 0.213 -1.751
C -2.620 1.085 -1.551
C 2.856 -0.207 -1.793
C 2.635 1.807 3.699
C -0.587 -6.122 1.147
C -0.764 1.696 -5.179
C -3.550 0.220 -2.420
C -1.670 -3.874 1.430
C 3.254 -0.936 -0.524
C 2.345 3.828 1.749
C -3.251 -1.279 -2.429
C 1.127 -0.439 -4.072
C -1.694 5.295 -1.731
C 0.447 -3.221 0.203
C -0.597 0.842 -2.768
C 2.273 0.424 4.250
C 0.967 -4.517 -0.008
C -0.313 3.489 -0.889
C -2.946 -1.687 0.113
C -3.675 -2.042 -1.180
C 0.807 -0.169 -5.381
C -0.999 -3.001 0.503
C 0.192 3.249 3.467
C -2.374 4.016 0.287
C 2.544 -2.269 -0.348
C 1.532 -2.301 3.719
C 0.485 -5.773 0.360
C -1.244 -0.327 2.441
C -1.493 -5.206 1.690
C 0.024 0.844 -5.930
C 0.766 0.225 -2.855
C 3.973 -1.246 2.784
C -1.049 1.682 -3.824
H -4.747 -1.891 -1.007
H -0.711 -7.167 1.398
H 4.118 -2.076 2.095
H -0.908 5.320 -2.483
H 0.328 3.764 -1.738
H -1.823 2.381 -3.520
H 1.658 4.472 1.198
H 1.565 -3.144 3.025
H -3.500 0.587 -3.448
H -2.475 -3.405 1.979
H -2.077 3.141 0.859
H 0.013 0.954 -7.006
H -3.405 -2.266 0.918
H 2.630 -2.818 -1.300
H 3.071 -2.895 0.388
H 1.284 -0.835 -6.095
H -2.648 5.104 -2.229
H -3.363 3.848 -0.142
H 3.078 -0.292 0.347
H 3.617 1.776 3.218
H 1.810 -1.269 -3.936
H 1.909 -4.549 -0.536
H 4.554 -0.403 2.408
H 2.709 2.542 4.507
H 2.802 4.420 2.547
H 3.010 0.100 4.992
H -1.743 6.269 -1.239
H -2.758 2.138 -1.835
H -2.189 -0.706 2.852
H -2.416 4.887 0.945
H -4.581 0.391 -2.087
H 1.108 -6.593 0.016
H 3.121 3.500 1.059
H 0.485 -2.139 3.974
H 3.469 0.697 -1.900
H 2.088 -2.560 4.624
H 4.335 -1.104 -0.541
H 4.366 -1.532 3.764
H 1.300 0.455 4.740
H -2.187 -1.441 -2.611
H -3.121 -0.647 0.380
H -1.301 2.459 -5.736
H 0.591 4.183 3.871
H -2.915 1.042 -0.504
H 3.093 -0.840 -2.651
H -3.770 -1.718 -3.286
H -3.544 -3.114 -1.354
H -2.194 -5.611 2.416
H -0.703 3.458 2.886
H -0.101 2.601 4.291
*
```

Atom charges from the Mulliken analysis, given in e for atoms 1 to 6: number 1, Tb, carries -0.42; number 2, P, carries 1.41; number 3, P, carries 1.13; number 4, F, carries -0.32; number 5, F, carries -0.24; number 6, O, carries -0.23